Entry from OMol25: a 7-piece molecular cluster, H15NO6 overall in a non-equilibrium geometry (the ωB97M-V functional and the def2-TZVPD basis).

```
22
Properties=species:S:1:pos:R:3
N -3.134 0.605 2.115
H -3.537 -0.317 2.162
H -2.595 0.879 2.918
H -3.915 1.241 2.020
O -0.060 3.343 -0.232
H 0.250 3.930 0.480
H 0.362 3.790 -0.984
O 2.707 -0.775 1.200
H 1.956 -0.180 1.173
H 2.655 -1.203 2.053
O 0.463 -2.299 -2.011
H 1.407 -2.400 -1.833
H -0.030 -2.741 -1.326
O -1.908 0.190 -2.738
H -1.521 -0.342 -2.052
H -2.861 0.069 -2.804
O 3.501 -2.348 -0.929
H 3.330 -1.682 -0.239
H 4.114 -2.002 -1.582
O -0.113 0.486 0.866
H -1.025 0.357 1.148
H -0.046 1.399 0.594
```

Summary:
maximum force: 0.0232 Eh/bohr
structure (SMILES): N.O.O.O.O.O.O
frontier orbital gap: 11.08 eV
DFT total energy: -515.1885 Eh

---

Entry from OMol25: H15O7 as an isolated structure in a non-equilibrium geometry (the ωB97M-V functional and the def2-TZVPD basis).

```
22
Properties=species:S:1:pos:R:3
O 1.563 1.409 -2.112
H 1.968 2.149 -1.647
H 2.261 0.904 -2.534
O -1.479 -1.741 1.114
H -2.309 -2.216 1.013
H -1.374 -1.534 2.047
O 0.966 -1.733 -0.307
H 1.186 -2.308 -1.052
H 0.153 -2.148 0.029
O -2.872 0.060 -1.388
H -2.530 -0.183 -2.255
H -3.623 0.637 -1.559
O 0.814 1.541 1.311
H 0.425 1.870 2.135
H 0.951 0.560 1.480
O 1.629 -0.841 2.149
H 2.567 -0.715 2.316
H 1.521 -1.347 1.316
O -0.675 1.658 -0.629
H -0.024 1.662 0.329
H -0.006 1.506 -1.343
H -1.112 0.809 -0.413
```

Summary:
maximum force: 0.0286 Eh/bohr
frontier orbital gap: 12.27 eV
charge: +1
DFT total energy: -535.4491 Eh

---

Entry from OMol25: a 8-piece molecular cluster, H15O8 overall (the ωB97M-V functional and the def2-TZVPD basis).

```
23
Properties=species:S:1:pos:R:3
O 0.251 -0.236 -0.442
H 1.039 -0.157 -1.014
O -3.465 -0.267 2.621
H -2.892 0.084 1.940
H -2.901 -0.844 3.137
O -3.858 -0.635 -2.042
H -3.024 -0.644 -1.572
H -4.508 -0.875 -1.381
O 2.105 -3.389 2.328
H 2.386 -2.860 3.074
H 1.641 -2.775 1.759
O 0.143 -3.606 -2.447
H 0.172 -2.817 -1.906
H -0.178 -3.303 -3.296
O 0.904 1.247 3.301
H 0.553 0.851 2.503
H 1.119 2.144 3.049
O 3.876 2.272 -2.192
H 3.419 3.029 -2.559
H 3.213 1.821 -1.669
O -0.100 3.928 -0.805
H -0.123 2.978 -0.690
H 0.227 4.054 -1.696
```

Summary:
maximum force: 0.0145 Eh/bohr
frontier orbital gap: 6.88 eV
charge: -1
DFT total energy: -610.9147 Eh

---

Entry from OMol25: a 8-piece molecular cluster, H16NO10S overall in a non-equilibrium geometry (the ωB97M-V functional and the def2-TZVPD basis).

```
28
Properties=species:S:1:pos:R:3
N -0.397 0.162 -0.795
H 0.327 0.816 -1.124
H -0.556 -0.560 -1.499
H -1.204 0.774 -0.610
H -0.079 -0.313 0.089
S -0.918 0.087 2.502
O 0.253 -0.227 1.619
O -0.662 -0.384 3.868
O -1.046 1.555 2.534
O -2.088 -0.526 1.852
O 1.038 2.413 -1.637
H 1.665 2.729 -2.296
H 1.323 2.825 -0.806
O -0.139 -2.732 -0.716
H 0.122 -3.623 -0.462
H -0.911 -2.849 -1.281
O -0.585 -1.278 -3.290
H -0.752 -0.478 -3.803
H -0.391 -1.955 -3.946
O 1.870 -2.249 2.251
H 1.178 -1.540 2.055
H 2.544 -2.117 1.580
O 2.457 1.179 1.301
H 2.729 0.795 0.462
H 1.559 0.748 1.500
O -2.374 1.986 -0.067
H -3.175 2.501 0.059
H -1.786 2.264 0.659
```

Summary:
maximum force: 0.0594 Eh/bohr
frontier orbital gap: 5.63 eV
charge: -1
DFT total energy: -1215.0158 Eh

---

Entry from OMol25: a 9-piece molecular cluster, H16NO11 overall in a non-equilibrium geometry (the ωB97M-V functional and the def2-TZVPD basis).

```
28
Properties=species:S:1:pos:R:3
N 6.164 13.539 26.885
O 4.955 13.253 26.591
O 6.976 12.635 26.943
O 6.497 14.655 26.511
O 5.531 15.466 23.961
H 4.907 15.892 24.618
H 5.740 14.590 24.331
O 5.337 10.443 28.010
H 4.643 10.711 28.595
H 5.744 11.232 27.752
O 6.053 12.367 23.775
H 5.924 12.101 24.687
H 5.277 11.986 23.341
O 8.089 16.356 24.158
H 7.308 15.889 24.535
H 8.824 15.876 24.555
O 8.486 10.735 25.951
H 7.986 10.306 25.283
H 7.935 11.351 26.469
O 2.935 14.909 26.144
H 3.176 15.767 26.509
H 3.653 14.294 26.483
O 9.282 14.395 25.657
H 8.391 14.330 25.997
H 9.766 13.633 25.988
O 2.500 11.943 26.393
H 2.331 11.087 26.038
H 3.410 12.168 26.229
```

Summary:
maximum force: 0.1200 Eh/bohr
frontier orbital gap: 9.87 eV
charge: -1
DFT total energy: -891.9521 Eh

---

Entry from OMol25: a 7-piece molecular cluster, H16NO6 overall in a non-equilibrium geometry (the ωB97M-V functional and the def2-TZVPD basis).

```
23
Properties=species:S:1:pos:R:3
N -0.097 -0.068 0.031
H 0.649 -0.579 0.502
H 0.239 0.896 0.072
H -0.053 -0.254 -1.012
H -0.982 -0.395 0.443
H -3.288 0.734 0.158
H -3.264 -0.775 0.381
O -2.813 0.044 0.631
H -1.576 -2.448 -1.451
H -0.770 -2.362 -2.773
O -1.103 -1.822 -2.028
H 2.184 0.214 -2.651
H 2.236 0.899 -1.218
O 1.790 0.250 -1.778
H 1.538 2.938 1.717
H 1.854 1.360 1.448
O 1.295 2.112 1.264
H -2.751 -3.771 0.343
H -3.849 -3.381 -0.578
O -2.986 -3.043 -0.269
H 4.502 2.477 2.779
H 3.739 3.563 1.989
O 3.829 2.618 2.115
```

Summary:
maximum force: 0.0395 Eh/bohr
frontier orbital gap: 12.01 eV
charge: +1
DFT total energy: -515.5723 Eh

---

Entry from OMol25: a 8-piece molecular cluster, H16O7S overall (the ωB97M-V functional and the def2-TZVPD basis).

```
24
Properties=species:S:1:pos:R:3
O -1.660 1.369 0.451
H -1.865 2.159 -0.063
H -1.441 1.665 1.341
O 0.382 1.016 -2.887
H 0.434 1.889 -3.284
H 0.388 1.136 -1.931
O 1.024 -1.985 0.431
H 0.381 -1.328 0.740
H 1.040 -1.745 -0.522
O 3.950 -2.734 -0.217
H 3.122 -2.340 0.093
H 4.409 -1.965 -0.575
O 3.154 2.347 0.533
H 4.062 2.273 0.834
H 2.629 1.845 1.183
O -0.295 -1.554 -1.842
H -1.171 -1.878 -1.625
H -0.327 -0.934 -2.584
O 2.099 0.111 1.967
H 1.928 -0.702 1.446
H 2.330 -0.244 2.833
S -4.880 0.697 0.634
H -5.312 1.176 1.803
H -3.723 0.208 1.094
```

Summary:
maximum force: 0.0161 Eh/bohr
structure (SMILES): O.O.O.O.O.O.O.S
frontier orbital gap: 9.84 eV
DFT total energy: -934.4443 Eh

---

Entry from OMol25: a 8-piece molecular cluster, H16O8 overall in a non-equilibrium geometry (the ωB97M-V functional and the def2-TZVPD basis).

```
24
Properties=species:S:1:pos:R:3
O 0.317 -2.832 -0.622
H -0.071 -1.939 -0.841
H 1.010 -2.688 0.027
O 0.666 0.519 -2.816
H 1.342 1.096 -2.380
H 0.146 0.163 -2.104
O -1.850 -0.859 2.408
H -1.609 -1.695 1.983
H -2.394 -1.103 3.165
O -0.631 -0.262 -0.370
H 0.205 -0.363 0.101
H -0.714 0.697 -0.472
O 1.898 0.349 0.747
H 2.786 0.567 0.935
H 1.502 0.284 1.645
O -0.935 -3.362 1.777
H -0.248 -3.372 2.401
H -0.525 -2.993 0.987
O -0.443 2.533 -0.025
H -0.996 3.019 0.552
H 0.418 2.620 0.375
O 0.327 3.433 -2.560
H 0.040 3.107 -1.685
H -0.242 3.078 -3.229
```

Summary:
maximum force: 0.0430 Eh/bohr
structure (SMILES): O.O.O.O.O.O.O.O
frontier orbital gap: 10.14 eV
DFT total energy: -611.4978 Eh